Molecular formula: C2H8OP4
Method: DFT, ωB97M-V/def2-TZVPD

## Properties
HOMO-LUMO gap ... 7.24 eV
Energy relative to the best compared isomer or geometry (same formula, charge and spin) ... 4.5 kcal/mol
Highest occupied orbital energy ... -7.36 eV
F_max ... 0.0378 hartree/bohr

ORCA input file:
```
! wB97M-V def2-TZVPD RIJCOSX def2/J DEFGRID3
* xyz 0 1
C -1.093 -2.089 0.118
C -1.560 -0.695 -0.036
O -2.657 -0.255 -0.150
P -0.094 0.724 0.139
P -1.577 2.281 0.207
P 1.813 1.551 -0.530
P 2.980 -0.107 0.171
H -0.727 -2.209 1.139
H -0.251 -2.266 -0.551
H -1.896 -2.801 -0.070
H 0.036 0.402 1.501
H -0.635 3.273 -0.085
H -1.904 2.101 -1.137
H 3.437 -0.573 -1.068
H 4.129 0.662 0.351
*
```

So, what does the Löwdin scheme give us? The charges, in e, come out as: number 1, C, carries -0.067; number 2, C, carries -0.596; number 3, O, carries -0.011; number 4, P, carries 0.250; number 5, P, carries 0.566; number 6, P, carries 0.088; number 7, P, carries 0.253; number 8, H, carries 0.090; number 9, H, carries 0.085; number 10, H, carries 0.089; number 11, H, carries -0.055; number 12, H, carries -0.171; number 13, H, carries -0.129; number 14, H, carries -0.199; number 15, H, carries -0.193


Molecular formula: C2H8OS
Method: DFT, ωB97M-V/def2-TZVPD

## Properties
HOMO-LUMO gap ... 9.36 eV
Energy relative to the best compared isomer or geometry (same formula, charge and spin) ... 7.8 kcal/mol
Highest occupied orbital energy ... -8.56 eV
F_max ... 0.0194 hartree/bohr

ORCA input file:
```
! wB97M-V def2-TZVPD RIJCOSX def2/J DEFGRID3
* xyz 0 1
C 1.106 1.455 -0.625
S 0.353 1.662 1.009
C -0.502 0.087 1.229
H 0.373 1.153 -1.369
H 1.890 0.699 -0.532
H 1.634 2.348 -0.947
H -0.910 0.065 2.238
H -1.398 0.107 0.609
H 0.106 -0.797 1.066
O -0.930 -2.076 -1.214
H -1.386 -2.873 -0.954
H -0.335 -1.830 -0.510
*
```

So, what does the Löwdin scheme give us? The charges, in e, come out as: number 1, C, carries -0.430; number 2, S, carries 0.724; number 3, C, carries -0.446; number 4, H, carries 0.034; number 5, H, carries 0.029; number 6, H, carries 0.028; number 7, H, carries 0.030; number 8, H, carries 0.033; number 9, H, carries 0.023; number 10, O, carries -0.049; number 11, H, carries 0.035; number 12, H, carries -0.012


Molecular formula: C2H8OS2
Method: DFT, ωB97M-V/def2-TZVPD

## Properties
HOMO-LUMO gap ... 4.15 eV
Energy relative to the best compared isomer or geometry (same formula, charge and spin) ... 123.6 kcal/mol
Highest occupied orbital energy ... -8.37 eV
F_max ... 0.0607 hartree/bohr

ORCA input file:
```
! wB97M-V def2-TZVPD RIJCOSX def2/J DEFGRID3
* xyz 0 1
C -1.853 0.514 -0.098
S -1.400 1.870 0.906
S 1.040 -1.721 0.439
C 1.187 -0.215 1.264
H -1.951 -0.557 0.402
H -2.894 0.687 -0.626
H -1.109 0.274 -0.930
H 2.225 -0.196 1.747
H 0.990 0.656 0.641
H 0.569 -0.265 2.261
H 0.862 -0.694 -2.714
H 1.201 -0.370 -1.179
O 1.132 0.019 -2.114
*
```

So, what does the Löwdin scheme give us? The charges, in e, come out as: number 1, C, carries -0.675; number 2, S, carries 0.616; number 3, S, carries 0.649; number 4, C, carries -0.679; number 5, H, carries 0.066; number 6, H, carries 0.087; number 7, H, carries 0.014; number 8, H, carries 0.084; number 9, H, carries -0.017; number 10, H, carries 0.074; number 11, H, carries 0.034; number 12, H, carries -0.098; number 13, O, carries -0.154


Molecular formula: C2H8OS2
Method: DFT, ωB97M-V/def2-TZVPD

## Properties
HOMO-LUMO gap ... 9.52 eV
Energy relative to the best compared isomer or geometry (same formula, charge and spin) ... 15.3 kcal/mol
Highest occupied orbital energy ... -9.07 eV
F_max ... 0.0477 hartree/bohr

ORCA input file:
```
! wB97M-V def2-TZVPD RIJCOSX def2/J DEFGRID3
* xyz 0 1
C 0.877 -0.691 -1.429
C 0.423 -0.111 -0.093
S 1.885 0.199 0.940
S 1.428 2.041 1.866
H 0.798 -1.747 -1.540
H 1.914 -0.495 -1.645
H 0.170 -0.355 -2.203
H -0.319 -0.745 0.337
H -0.087 0.868 -0.429
H 0.720 1.600 2.946
O -2.523 -0.439 0.721
H -2.490 0.523 0.732
H -2.796 -0.648 -0.203
*
```

So, what does the Löwdin scheme give us? The charges, in e, come out as: number 1, C, carries -0.197; number 2, C, carries -0.641; number 3, S, carries 0.432; number 4, S, carries 0.282; number 5, H, carries 0.052; number 6, H, carries 0.048; number 7, H, carries 0.076; number 8, H, carries 0.027; number 9, H, carries 0.088; number 10, H, carries -0.195; number 11, O, carries -0.074; number 12, H, carries 0.038; number 13, H, carries 0.064


Molecular formula: C2H8OS2
Method: DFT, ωB97M-V/def2-TZVPD

## Properties
HOMO-LUMO gap ... 9.90 eV
Energy relative to the best compared isomer or geometry (same formula, charge and spin) ... 8.6 kcal/mol
Highest occupied orbital energy ... -9.09 eV
F_max ... 0.0341 hartree/bohr

ORCA input file:
```
! wB97M-V def2-TZVPD RIJCOSX def2/J DEFGRID3
* xyz 0 1
C 2.166 -0.807 0.522
S 0.827 -0.138 -0.633
S -0.777 -0.071 0.533
C -0.987 1.604 1.247
H 3.144 -0.538 0.090
H 2.090 -1.907 0.566
H 2.114 -0.410 1.550
H -0.007 2.018 1.539
H -1.633 1.566 2.140
H -1.448 2.281 0.508
O -2.071 -0.891 -2.775
H -1.322 -0.907 -2.136
H -2.096 -1.801 -3.150
*
```

So, what does the Löwdin scheme give us? The charges, in e, come out as: number 1, C, carries -0.423; number 2, S, carries 0.393; number 3, S, carries 0.391; number 4, C, carries -0.445; number 5, H, carries 0.025; number 6, H, carries 0.027; number 7, H, carries 0.032; number 8, H, carries 0.032; number 9, H, carries 0.035; number 10, H, carries 0.033; number 11, O, carries -0.106; number 12, H, carries -0.042; number 13, H, carries 0.048


Molecular formula: C2H8OS2
Method: DFT, ωB97M-V/def2-TZVPD

## Properties
HOMO-LUMO gap ... 8.76 eV
Energy relative to the best compared isomer or geometry (same formula, charge and spin) ... 12.4 kcal/mol
Highest occupied orbital energy ... -8.11 eV
F_max ... 0.0340 hartree/bohr

ORCA input file:
```
! wB97M-V def2-TZVPD RIJCOSX def2/J DEFGRID3
* xyz 0 1
C 1.347 0.428 -0.845
S 0.171 0.169 -2.217
S -1.368 1.429 -1.798
C -1.960 0.871 -0.157
H 2.304 0.050 -1.209
H 1.041 -0.069 0.067
H 1.486 1.507 -0.794
H -2.349 -0.071 -0.463
H -2.676 1.623 0.136
H -1.129 0.757 0.527
O 1.211 -2.053 2.032
H 0.972 -2.955 1.851
H 0.950 -1.687 2.871
*
```

So, what does the Löwdin scheme give us? The charges, in e, come out as: number 1, C, carries -0.456; number 2, S, carries 0.388; number 3, S, carries 0.378; number 4, C, carries -0.431; number 5, H, carries 0.028; number 6, H, carries 0.004; number 7, H, carries 0.028; number 8, H, carries 0.005; number 9, H, carries 0.026; number 10, H, carries 0.016; number 11, O, carries -0.044; number 12, H, carries 0.030; number 13, H, carries 0.029


Molecular formula: C2H8S
Method: DFT, ωB97M-V/def2-TZVPD

## Properties
HOMO-LUMO gap ... 10.10 eV
Energy relative to the best compared isomer or geometry (same formula, charge and spin) ... 16.4 kcal/mol
Highest occupied orbital energy ... -9.08 eV
F_max ... 0.0162 hartree/bohr

ORCA input file:
```
! wB97M-V def2-TZVPD RIJCOSX def2/J DEFGRID3
* xyz 0 1
H 2.233 2.233 1.203
H 1.845 1.644 1.504
C 0.188 -0.673 -0.979
C -0.868 0.119 -0.222
S -0.967 -0.303 1.545
H 1.181 -0.524 -0.523
H 0.231 -0.342 -2.031
H -0.051 -1.750 -0.959
H -0.627 1.200 -0.228
H -1.868 -0.005 -0.680
H -1.297 -1.600 1.369
*
```

So, what does the Löwdin scheme give us? The charges, in e, come out as: number 1, H, carries 0.024; number 2, H, carries 0.006; number 3, C, carries -0.195; number 4, C, carries -0.654; number 5, S, carries 0.637; number 6, H, carries 0.063; number 7, H, carries 0.072; number 8, H, carries 0.068; number 9, H, carries 0.060; number 10, H, carries 0.067; number 11, H, carries -0.147


Molecular formula: C2H8S2
Method: DFT, ωB97M-V/def2-TZVPD

## Properties
HOMO-LUMO gap (spin up / spin down) ... 2.95 / 7.60 eV
Energy relative to the best compared isomer or geometry (same formula, charge and spin) ... 16.5 kcal/mol
Highest occupied orbital energy (spin up / spin down) ... 0.33 / -4.32 eV
⟨S²⟩ ... 0.753
F_max ... 0.0772 hartree/bohr

ORCA input file:
```
! wB97M-V def2-TZVPD RIJCOSX def2/J DEFGRID3
* xyz -1 2
S 3.488 0.054 2.184
S 3.977 -0.909 0.399
H 2.369 0.783 1.854
H 3.729 -2.084 0.753
C -1.020 0.315 -0.320
C -2.419 0.298 -0.997
H -0.541 -0.652 -0.424
H -1.116 0.346 0.793
H -0.302 1.025 -0.771
H -3.087 -0.355 -0.432
H -2.817 1.276 -1.046
H -2.261 -0.097 -1.993
*
```

So, what does the Löwdin scheme give us? The charges, in e, come out as: number 1, S, carries -0.203; number 2, S, carries -0.171; number 3, H, carries -0.269; number 4, H, carries -0.351; number 5, C, carries -0.170; number 6, C, carries -0.168; number 7, H, carries 0.050; number 8, H, carries 0.069; number 9, H, carries 0.069; number 10, H, carries 0.058; number 11, H, carries 0.034; number 12, H, carries 0.052


Molecular formula: C2H8S2
Method: DFT, ωB97M-V/def2-TZVPD

## Properties
HOMO-LUMO gap (spin up / spin down) ... 9.36 / 4.05 eV
Energy relative to the best compared isomer or geometry (same formula, charge and spin) ... 4.6 kcal/mol
Highest occupied orbital energy (spin up / spin down) ... -12.72 / -12.67 eV
⟨S²⟩ ... 0.753
F_max ... 0.0180 hartree/bohr

ORCA input file:
```
! wB97M-V def2-TZVPD RIJCOSX def2/J DEFGRID3
* xyz 1 2
S 3.441 -1.816 1.161
H 2.256 -1.373 1.578
H 2.931 -3.023 0.883
C -0.321 0.383 -1.596
S 0.028 0.875 0.049
C -1.561 1.034 0.808
H 0.607 0.454 -2.157
H -1.119 0.987 -2.034
H -0.654 -0.654 -1.626
H -2.246 0.313 0.343
H -1.418 0.770 1.852
H -1.945 2.048 0.738
*
```

So, what does the Löwdin scheme give us? The charges, in e, come out as: number 1, S, carries 0.498; number 2, H, carries -0.270; number 3, H, carries -0.210; number 4, C, carries -0.315; number 5, S, carries 1.133; number 6, C, carries -0.301; number 7, H, carries 0.067; number 8, H, carries 0.085; number 9, H, carries 0.086; number 10, H, carries 0.080; number 11, H, carries 0.064; number 12, H, carries 0.083


Molecular formula: C2H8S2Si
Method: DFT, ωB97M-V/def2-TZVPD

## Properties
HOMO-LUMO gap ... 9.89 eV
Energy relative to the best compared isomer or geometry (same formula, charge and spin) ... 0.0 kcal/mol
Highest occupied orbital energy ... -9.38 eV
F_max ... 0.0826 hartree/bohr

ORCA input file:
```
! wB97M-V def2-TZVPD RIJCOSX def2/J DEFGRID3
* xyz 0 1
C -0.544 1.578 0.098
Si 0.123 -0.187 -0.606
C 0.824 -1.276 0.684
S 1.661 0.153 -2.113
S -1.609 -1.063 -1.592
H -0.981 1.224 1.040
H 0.450 2.132 0.185
H -1.251 1.980 -0.635
H 1.731 -1.188 1.215
H -0.062 -1.521 1.351
H 0.989 -2.310 0.145
H 2.087 1.318 -1.637
H -0.739 -1.912 -2.256
*
```

So, what does the Löwdin scheme give us? The charges, in e, come out as: number 1, C, carries -0.222; number 2, Si, carries -0.089; number 3, C, carries -0.278; number 4, S, carries 0.408; number 5, S, carries 0.399; number 6, H, carries 0.010; number 7, H, carries 0.033; number 8, H, carries 0.014; number 9, H, carries 0.006; number 10, H, carries 0.049; number 11, H, carries 0.071; number 12, H, carries -0.224; number 13, H, carries -0.176


Molecular formula: C2H8S2Si2
Method: DFT, ωB97M-V/def2-TZVPD

## Properties
HOMO-LUMO gap ... 7.56 eV
Energy relative to the best compared isomer or geometry (same formula, charge and spin) ... 55.7 kcal/mol
Highest occupied orbital energy ... -8.58 eV
F_max ... 0.0631 hartree/bohr

ORCA input file:
```
! wB97M-V def2-TZVPD RIJCOSX def2/J DEFGRID3
* xyz 0 1
C 1.188 1.231 -0.462
C -0.041 1.906 0.188
Si 0.247 -2.200 -0.399
Si -1.483 -0.970 0.492
S 1.941 -0.005 0.540
S -1.647 1.085 -0.339
H 0.907 0.880 -1.457
H 1.966 1.939 -0.671
H -0.013 1.556 1.251
H -0.196 2.957 -0.108
H 0.671 -3.485 0.280
H 0.557 -2.376 -1.916
H -2.852 -1.560 0.720
H -1.244 -0.957 1.880
*
```

So, what does the Löwdin scheme give us? The charges, in e, come out as: number 1, C, carries -0.795; number 2, C, carries -0.582; number 3, Si, carries 0.514; number 4, Si, carries 0.133; number 5, S, carries 0.482; number 6, S, carries 0.471; number 7, H, carries 0.049; number 8, H, carries 0.041; number 9, H, carries 0.037; number 10, H, carries 0.068; number 11, H, carries -0.116; number 12, H, carries -0.090; number 13, H, carries -0.093; number 14, H, carries -0.118


Molecular formula: C2H8S4
Method: DFT, ωB97M-V/def2-TZVPD

## Properties
HOMO-LUMO gap ... 8.73 eV
Energy relative to the best compared isomer or geometry (same formula, charge and spin) ... 21.1 kcal/mol
Highest occupied orbital energy ... -8.38 eV
F_max ... 0.0590 hartree/bohr

ORCA input file:
```
! wB97M-V def2-TZVPD RIJCOSX def2/J DEFGRID3
* xyz 0 1
C 1.405 -2.421 -0.115
S 0.180 -1.737 -1.344
S 1.461 -0.428 -2.406
H 1.421 -1.766 0.774
H 2.384 -2.574 -0.633
H 1.002 -3.385 0.053
H 1.895 -0.005 -1.074
C -1.137 2.010 1.468
S -0.792 2.514 -0.214
S -2.277 1.482 -1.245
H -2.207 2.003 1.624
H -0.702 2.909 2.088
H -0.745 1.028 1.655
H -1.890 0.369 -0.632
*
```

So, what does the Löwdin scheme give us? The charges, in e, come out as: number 1, C, carries -0.459; number 2, S, carries 0.304; number 3, S, carries 0.240; number 4, H, carries 0.033; number 5, H, carries 0.042; number 6, H, carries -0.007; number 7, H, carries -0.119; number 8, C, carries -0.517; number 9, S, carries 0.331; number 10, S, carries 0.300; number 11, H, carries 0.015; number 12, H, carries 0.072; number 13, H, carries 0.010; number 14, H, carries -0.245